Density functional theory data (wB97M-V/def2-TZVPD) for an isolated molecule of C6H9NS in a non-equilibrium geometry.

```
17
Properties=species:S:1:pos:R:3:nbo_charge:R:1
C 2.388 -0.622 -0.221 -0.387
C 1.229 -0.183 0.194 0.017
C 0.676 1.322 0.146 -0.461
C -0.805 1.247 -0.143 -0.228
N -1.090 -0.201 0.018 -0.403
C -2.274 -0.796 -0.054 0.027
S -3.847 -0.027 0.006 -0.257
C 0.078 -1.081 0.177 -0.266
H 3.289 0.036 -0.192 0.200
H 2.626 -1.620 -0.240 0.194
H 1.449 1.969 -0.467 0.243
H 0.723 1.828 1.155 0.227
H -1.390 1.882 0.544 0.235
H -1.130 1.614 -1.203 0.221
H -2.252 -1.862 -0.094 0.192
H 0.290 -1.765 -0.770 0.222
H 0.039 -1.738 1.146 0.224
```

Summary:
Frontier orbital gap   8.56 eV
HOMO   -8.15 eV
Structure (SMILES)   C=C1CCN(C=S)C1
Relative energy (zero: lowest compared OMol25 entry of this formula, charge and spin)   2.140 eV